ORCA calculation (ωB97M-V with the def2-TZVPD basis set) on C34H50IrN14P as an isolated structure.

```
! RIJCOSX wB97M-V def2-TZVPD def2/J DEFGRID3
* xyz 1 2
Ir -1.32 -0.37 0.23
N -4.47 -2.18 0.43
C -4.50 -0.83 0.60
N -5.57 -0.13 0.94
N -5.16 1.11 1.01
N -3.92 1.22 0.74
N -3.45 0.01 0.47
C -3.35 -2.91 0.18
N -3.30 -4.23 -0.01
N -2.04 -4.51 -0.24
N -1.31 -3.45 -0.19
N -2.10 -2.40 0.08
H -5.34 -2.69 0.56
C -1.79 -1.95 -3.47
C -1.98 -0.59 -2.82
C -3.42 -0.12 -3.00
C -1.04 0.47 -3.34
C -0.96 0.62 -4.71
C -0.24 1.66 -5.27
C 0.28 2.63 -4.44
C 0.24 2.54 -3.05
C 0.73 3.81 -2.36
C 0.09 4.18 -1.02
C 2.27 3.86 -2.31
C -0.31 1.35 -2.48
N -0.15 0.99 -1.17
C 0.90 1.36 -0.43
C 0.99 1.18 0.94
N 0.11 0.51 1.70
C 0.12 0.74 3.06
C 0.26 2.09 3.51
C 0.65 2.33 4.82
C 0.86 1.29 5.70
C 0.48 0.02 5.32
C 0.03 -0.28 4.04
C -0.63 -1.62 3.86
C -2.06 -1.41 3.37
C 0.11 -2.60 2.95
C -0.22 3.23 2.66
C -1.55 3.74 3.25
C 0.77 4.38 2.54
H -2.27 -2.73 -2.88
H -0.73 -2.20 -3.57
H -2.24 -1.98 -4.46
H -1.79 -0.70 -1.73
H -3.63 0.05 -4.05
H -3.60 0.81 -2.46
H -4.12 -0.87 -2.63
H -1.46 -0.09 -5.35
H -0.16 1.76 -6.34
H 0.74 3.50 -4.88
H 0.41 4.60 -3.05
H 0.50 3.61 -0.19
H -0.98 4.03 -1.05
H 0.28 5.23 -0.82
H 2.64 3.78 -1.29
H 2.64 4.80 -2.70
H 2.71 3.07 -2.91
H 1.74 1.83 -0.93
H 1.86 1.61 1.45
H 0.76 3.35 5.16
H 1.23 1.48 6.70
H 0.51 -0.78 6.05
H -0.69 -2.07 4.86
H -2.03 -0.96 2.37
H -2.59 -0.73 4.03
H -2.61 -2.34 3.33
H 0.08 -2.24 1.93
H -0.37 -3.57 2.98
H 1.14 -2.71 3.29
H -0.46 2.87 1.66
H -1.40 4.18 4.23
H -2.26 2.93 3.33
H -1.97 4.49 2.59
H 1.08 4.74 3.52
H 0.30 5.21 2.02
H 1.66 4.09 1.99
C 3.59 -3.85 -0.14
N 3.75 -2.34 0.07
C 4.20 -1.74 -1.25
N 3.31 -2.07 -2.29
C 3.23 -3.51 -2.45
N 2.74 -4.13 -1.22
C 1.35 -3.82 -0.96
P 1.02 -2.00 -0.67
C 2.48 -1.73 0.51
C 2.01 -1.44 -2.18
H 3.19 -4.28 0.79
H 4.59 -4.25 -0.32
H 4.47 -2.17 0.78
H 5.20 -2.14 -1.48
H 4.27 -0.65 -1.13
H 4.23 -3.90 -2.67
H 2.56 -3.76 -3.27
H 1.01 -4.38 -0.08
H 0.74 -4.14 -1.80
H 2.21 -2.14 1.49
H 2.61 -0.65 0.62
H 2.15 -0.35 -2.14
H 1.43 -1.66 -3.07
*
```

Results
E_tot	-2537.4452	a.u.
HOMO (spin up / spin down)	-9.948 / -10.473	eV
expectation value of S²	0.90
Kohn-Sham gap (spin up / spin down)	5.4 / 6.1	eV
relative energy (zero: lowest compared OMol25 entry of this formula, charge and spin)	62.0	kcal per mole
LUMO level (spin up / spin down)	-4.53 / -4.37	eV
F_max	4.30	eV Å⁻¹

Atom charges from the Löwdin analysis, given in e for atoms 1 to 6: Ir 1.236; N 0.172; C -0.438; N 0.051; N -0.072; N -0.072